No. 1
The following is a DFT calculation (ωB97M-V/def2-TZVPD) of an isolated molecule of C4H8N2O2.

Computed properties:
**HOMO-LUMO gap**: 10.12 eV
**ΔE to the lowest compared entry with this formula, charge and spin**: 12.1 kcal per mole
**SMILES**: CC(=O)NCC(N)=O
**Calculated total energy**: -11353.5875 eV
**LUMO energy**: 0.578 eV

The geometry in ORCA input format:
```
! RIJCOSX wB97M-V def2-TZVPD def2/J DEFGRID3
* xyz 0 1
H 1.1076 -0.2825 1.2085
H -1.3801 0.6267 0.0094
H 0.8742 3.4228 -0.2673
H -0.0617 2.3959 -1.3092
N -1.6210 -1.7523 -1.1592
O 2.1970 1.2819 -0.0647
H -1.6742 -2.6384 -1.6000
H -0.7036 2.7080 0.2989
C 1.0195 1.3914 0.2197
N 0.3931 0.3924 0.9561
C 0.2141 2.5605 -0.2649
O 0.0386 -2.3527 0.2652
H -2.0128 -0.9206 -1.5627
C -0.7407 -1.5179 -0.1418
C -0.8773 -0.1804 0.5458
H -1.4993 -0.3762 1.4233
*
```

The molecule's Mulliken atomic charges, reported in e, are given here:
1. H 0.297
2. H 0.350
3. H 0.322
4. H 0.285
5. N -0.359
6. O -0.601
7. H 0.245
8. H 0.370
9. C 0.641
10. N -0.236
11. C -1.105
12. O -0.596
13. H 0.205
14. C 0.513
15. C -0.565
16. H 0.233

=====

No. 2
The following is a DFT calculation (ωB97M-V/def2-TZVPD) of a structure of composition C16H18IrN2O4S3.

Computed properties:
**HOMO-LUMO gap (spin up / spin down)**: 6.79 / 6.38 eV
**ΔE to the lowest compared entry with this formula, charge and spin**: 0.0 kcal per mole
**Calculated total energy**: -63397.1407 eV
**<S²>**: 0.766
**LUMO energy (spin up / spin down)**: -1.151 / -1.579 eV

The geometry in ORCA input format:
```
! RIJCOSX wB97M-V def2-TZVPD def2/J DEFGRID3
* xyz 0 2
O -4.1115 -2.1811 -2.0256
C 1.9948 -2.8377 -0.9315
N 0.7606 -0.8897 -0.0514
N -0.6084 1.6539 -0.4429
S -0.9878 0.7915 2.5206
H -0.4701 -5.2362 0.7689
H 0.1244 -0.5820 -1.9822
C 2.1904 -4.2051 -1.0362
H 1.5327 -1.0321 1.8794
C -0.3825 2.6712 0.5613
H -1.9024 1.1683 -2.0137
H 1.8735 -0.2877 -1.7729
H -1.4409 2.8892 -1.9661
C 1.7133 -0.4558 0.9743
H 2.7074 -2.1770 -1.4027
H 0.4447 5.3478 3.2257
C 0.2366 -4.5820 0.2841
H 1.4761 1.7954 -0.6198
C 0.2038 4.6050 2.4826
H 1.5758 0.5947 1.2129
H 1.4328 -6.1477 -0.5280
C -1.6963 2.0132 -1.3581
H 3.0401 -4.5821 -1.5812
H 0.6260 1.7786 -2.1618
C -0.1947 3.3455 2.8730
C 0.9191 -2.3142 -0.2248
C 1.2978 -5.0813 -0.4372
O -2.7352 -3.0734 -0.2621
H 2.7463 -0.6189 0.6499
S -3.1333 -1.8539 -1.0370
H -2.5928 2.2390 -0.7820
S -1.3194 -2.6977 1.3589
O -3.6310 -0.8324 -0.0400
C 0.0344 -3.2038 0.4021
C -0.5009 2.3642 1.9249
H 0.6158 5.8954 0.8187
C 0.8823 -0.1616 -1.3195
C 0.0114 3.9484 0.1853
H 0.1092 4.1905 -0.8635
C 0.3023 4.9130 1.1330
H -0.2768 3.0884 3.9178
Ir -1.6112 -0.3445 0.4462
C 0.6405 1.3394 -1.1588
O -1.8969 -1.2546 -1.6202
*
```

The molecule's Mulliken atomic charges, reported in e, are given here:
1. O -0.648
2. C -0.215
3. N 0.808
4. N 0.837
5. S -0.449
6. H 0.437
7. H 0.349
8. C -0.936
9. H 0.299
10. C -0.732
11. H 0.441
12. H 0.383
13. H 0.372
14. C -1.189
15. H 0.359
16. H 0.388
17. C -0.545
18. H 0.556
19. C -0.557
20. H 0.329
21. H 0.396
22. C -1.238
23. H 0.408
24. H 0.444
25. C -0.669
26. C -0.427
27. C -0.655
28. O -0.483
29. H 0.367
30. S 1.160
31. H 0.292
32. S -0.194
33. O -0.661
34. C 0.974
35. C 0.765
36. H 0.388
37. C -1.005
38. C -0.167
39. H 0.333
40. C -0.866
41. H 0.429
42. Ir 1.821
43. C -1.067
44. O -0.633

=====

No. 3
The following is a DFT calculation (ωB97M-V/def2-TZVPD) of an isolated molecule of C6H7NO.

Computed properties:
**HOMO-LUMO gap**: 9.30 eV
**ΔE to the lowest compared entry with this formula, charge and spin**: 65.4 kcal per mole
**SMILES**: CC(=O)c1ccc[nH]1
**Calculated total energy**: -9869.8197 eV
**LUMO energy**: 0.586 eV

The geometry in ORCA input format:
```
! RIJCOSX wB97M-V def2-TZVPD def2/J DEFGRID3
* xyz 0 1
H 2.4296 -1.1794 0.2160
H 0.1028 -0.4301 -1.9121
H 1.1026 -2.3864 -0.3813
C -1.1535 2.0352 -0.2739
H -1.6829 3.1884 -0.0646
C -0.7594 1.3765 -1.4175
H -0.8551 1.3938 1.9247
C -0.2264 0.1281 0.2958
H -1.0614 1.7111 -2.2783
H 1.7056 -2.7209 0.9080
O -0.3293 -1.5993 1.9540
N -0.2220 0.2683 -1.0860
C 1.4564 -1.9028 0.3368
C 0.2833 -1.0696 0.9842
C -0.7903 1.1871 0.7944
*
```

The molecule's Mulliken atomic charges, reported in e, are given here:
1. H 0.259
2. H 0.325
3. H 0.485
4. C -0.486
5. H 0.191
6. C -0.495
7. H 0.324
8. C 0.023
9. H 0.532
10. H 0.435
11. O -0.559
12. N -0.085
13. C -1.377
14. C 0.532
15. C -0.102

=====

No. 4
The following is a DFT calculation (ωB97M-V/def2-TZVPD) of a structure of composition C17H24Cl5N3NbORb.

Computed properties:
**HOMO-LUMO gap**: 6.41 eV
**ΔE to the lowest compared entry with this formula, charge and spin**: 13.4 kcal per mole
**Calculated total energy**: -89339.9159 eV
**LUMO energy**: -7.963 eV

The geometry in ORCA input format:
```
! RIJCOSX wB97M-V def2-TZVPD def2/J DEFGRID3
* xyz 2 1
H -0.5551 3.7169 -2.2485
H 2.7580 2.1315 -1.7655
H 0.8048 -2.0216 0.9704
H -1.1158 -4.8519 -0.5389
C 0.8917 2.8163 -0.8273
C 0.9675 -3.3925 -1.5861
H -1.5659 -4.0981 -2.0715
H -1.8158 -2.3480 -2.8287
C -1.1553 -1.4884 -2.6534
H 0.6802 4.8115 -1.6258
C 0.5097 3.7841 -1.9731
H 0.9343 4.3883 0.6468
Cl -1.9453 0.8726 6.2950
C 0.2685 0.1857 3.0364
H 0.7224 -3.4757 -2.6521
O 4.3727 -1.3590 0.4903
C -2.0396 0.2930 2.3146
C 3.3250 -1.0121 0.0784
H -1.7970 -0.5977 -2.8162
C -0.6757 0.1466 1.9890
Cl 1.0341 0.1451 5.6246
H -2.3171 -3.5352 -0.5489
C 2.3952 2.5711 -0.8195
H 0.7264 2.7660 1.3509
H -0.8298 -2.7877 1.2967
C -1.2418 1.4483 -1.1118
C -1.4829 0.5919 4.6823
H 1.8197 -2.7114 -1.4723
N 2.2396 -0.6420 -0.3728
H -0.3582 -1.5431 -3.4300
H -1.7079 2.2533 -0.5250
H -0.6431 3.5833 0.5313
Cl -3.2407 -0.0229 1.1033
Nb 0.2671 -0.2535 -0.0389
C 0.0862 -2.8552 0.6964
Rb 0.5640 1.0771 -3.5569
N -0.6203 -1.5515 -1.2741
H 2.7000 1.9020 -0.0040
H -1.6279 1.5111 -2.1523
H 2.9065 3.5321 -0.6775
C -0.1218 0.3255 4.3796
H 0.6237 -3.7752 0.9665
N 0.2427 1.4851 -1.0370
Cl 1.9365 0.0026 2.5997
H 1.1444 3.6743 -2.8742
C -1.3914 -3.8992 -1.0095
C 0.4414 3.4124 0.5087
H 1.2562 -4.3842 -1.2133
Cl -4.0685 0.9926 3.9693
C -0.2441 -2.9096 -0.7925
H -1.6187 0.4870 -0.6668
C -2.4386 0.6087 3.6341
*
```

The molecule's Mulliken atomic charges, reported in e, are given here:
1. H 0.397
2. H 0.255
3. H 0.379
4. H 0.433
5. C 1.049
6. C -1.536
7. H 0.516
8. H 0.254
9. C -1.288
10. H 0.424
11. C -1.571
12. H 0.539
13. Cl -0.109
14. C 1.128
15. H 0.368
16. O -0.444
17. C 0.756
18. C 0.955
19. H 0.268
20. C -0.414
21. Cl -0.135
22. H 0.434
23. C -1.411
24. H 0.270
25. H 0.324
26. C -0.561
27. C 0.422
28. H 0.270
29. N -0.794
30. H 0.421
31. H 0.259
32. H 0.430
33. Cl -0.130
34. Nb -1.600
35. C -1.197
36. Rb 0.927
37. N 0.825
38. H 0.233
39. H 0.502
40. H 0.511
41. C -0.045
42. H 0.569
43. N 0.166
44. Cl -0.151
45. H 0.376
46. C -1.874
47. C -1.474
48. H 0.480
49. Cl -0.134
50. C 1.573
51. H 0.084
52. C 0.075